(1)
2 unconnected molecules or ions with the total composition C4H8N2O in a non-equilibrium geometry, computed with wB97M-V/def2-TZVPD.

Atoms and positions in Å:
C (0.22110, -1.73874, 1.86438)
C (0.44507, -0.59718, 0.91983)
C (0.68264, -0.62871, -0.43862)
N (0.73530, 0.70874, -0.81599)
C (0.39850, 1.43261, 0.28058)
N (0.17031, 0.69367, 1.33389)
H (-0.27995, -2.55836, 1.35228)
H (-0.35873, -1.43254, 2.73053)
H (1.15799, -2.10153, 2.29174)
H (1.21502, -1.41582, -0.94594)
H (0.91814, 1.03840, -1.74992)
H (0.23166, 2.49471, 0.17692)
O (-1.84979, 0.33144, -2.38879)
H (-1.80856, 0.19276, -1.42719)
H (-2.76577, 0.60330, -2.51592)

Forces on atoms 1 to 2 (eV/Å):
0.50 -0.06 0.00
-1.36 0.08 -0.04

Computed properties:
charge = 0
SMILES = Cc1c[nH]cn1.O
E_LUMO = 0.8 eV
relative energy (zero: lowest compared OMol25 entry of this formula, charge and spin) = 24.1 kcal/mol
highest occupied orbital energy = -8.674 eV
E = -9305.350 eV

Mulliken atomic charge list, values in e, 5 entries: -1.11, 0.84, -0.69, -0.01, -0.18

(2)
C4H8N2O in the gas phase in a non-equilibrium geometry, computed with wB97M-V/def2-TZVPD.

Atoms and positions in Å:
H (1.68308, -2.85803, -0.01550)
N (1.12542, -1.96786, 0.28128)
C (0.96440, -1.13925, -0.63134)
C (0.03944, 0.45430, -0.29592)
C (0.95618, 1.64436, -0.01511)
N (-0.81692, 0.05224, 0.76102)
C (-2.04399, -0.48917, 0.42189)
O (-2.40763, -0.54366, -0.72000)
H (1.04828, -1.11513, -1.67167)
H (-0.56637, 0.58910, -1.16712)
H (1.59577, 1.72873, 0.78131)
H (1.34002, 2.08405, -0.97951)
H (0.14358, 2.29411, 0.21733)
H (-0.39173, 0.00581, 1.67049)
H (-2.66953, -0.73961, 1.36285)

Forces on atoms 1 to 2 (eV/Å):
-1.40 1.87 0.39
1.65 -1.72 -0.33

Computed properties:
charge = 0
SMILES = [H]/N=C/[C@H](C)NC=O
E_LUMO = 1.0 eV
relative energy (zero: lowest compared OMol25 entry of this formula, charge and spin) = 71.1 kcal/mol
highest occupied orbital energy = -8.605 eV
E = -9303.309 eV

Mulliken atomic charge list, values in e, 5 entries: 0.26, -0.52, -0.12, 0.04, -1.35

(3)
2 unconnected molecules or ions with the total composition C4H8N2O in a non-equilibrium geometry, computed with wB97M-V/def2-TZVPD.

Atoms and positions in Å:
C (-1.76813, -1.39637, -0.26029)
N (1.16560, -1.00440, 0.55967)
C (0.38233, 1.52081, -0.00553)
C (-0.62068, 0.70987, -0.35425)
C (1.08802, 2.46534, 0.54356)
O (1.98445, -1.32171, -0.51232)
N (-0.52979, -0.63234, -0.30043)
H (2.56883, -0.55004, -0.57860)
H (0.80254, -1.92436, 0.82222)
H (-1.56711, 1.15313, -0.67610)
H (-1.62545, -2.35302, -0.76789)
H (-2.60009, -0.87097, -0.74856)
H (-2.06674, -1.60112, 0.77555)
H (0.62830, 3.25876, 1.12929)
H (2.15793, 2.54641, 0.37366)

Forces on atoms 1 to 2 (eV/Å):
0.49 -0.68 0.98
-2.29 -0.36 -1.48

Computed properties:
charge = 0
E_LUMO = 0.2 eV
relative energy (zero: lowest compared OMol25 entry of this formula, charge and spin) = 186.5 kcal/mol
highest occupied orbital energy = -6.935 eV
E = -9298.307 eV

Mulliken atomic charge list, values in e, 5 entries: -0.85, -0.29, -0.04, -0.03, -0.75

(4)
2 unconnected molecules or ions with the total composition C4H8N2O in a non-equilibrium geometry, computed with wB97M-V/def2-TZVPD.

Atoms and positions in Å:
C (0.59804, 0.37161, -2.17557)
C (0.82840, 0.23815, -0.70269)
C (1.80782, -0.40512, -0.01212)
N (1.65739, -0.21587, 1.33761)
C (0.58479, 0.49327, 1.46928)
N (0.02750, 0.80350, 0.25686)
H (0.79882, 1.39409, -2.48008)
H (-0.42289, 0.12077, -2.42074)
H (1.35350, -0.23738, -2.64916)
H (2.50809, -1.08808, -0.47190)
H (0.05535, 0.78295, 2.36784)
H (-0.54085, 1.63169, 0.18482)
O (-2.99381, -0.93451, 1.89149)
H (-2.62914, -1.78710, 2.19214)
H (-3.63301, -1.16797, 1.21221)

Forces on atoms 1 to 2 (eV/Å):
0.46 0.41 1.05
-0.04 0.25 -0.41

Computed properties:
charge = 0
SMILES = Cc1cnc[nH]1.O
E_LUMO = 0.7 eV
relative energy (zero: lowest compared OMol25 entry of this formula, charge and spin) = 25.6 kcal/mol
highest occupied orbital energy = -8.460 eV
E = -9305.282 eV

Mulliken atomic charge list, values in e, 5 entries: -1.07, 0.51, -0.34, -0.62, -0.20